This record from the OMol25 dataset describes 3 unconnected molecules or ions with the total composition C2H9OS. The level of theory is ωB97M-V/def2-TZVPD.

Structure (XYZ):
```
13
C2H9OS, DFT ωB97M-V/def2-TZVPD
O -2.5845 0.6182 -0.5108
H -2.5212 1.5811 -0.5295
H -3.7671 -1.8625 1.0651
H -3.4454 0.4572 -0.9100
C 1.3407 0.0708 1.7204
C 0.6177 -0.4218 0.5165
S 1.1048 -0.0418 -0.9874
H 0.6077 0.3296 2.4864
H 1.9637 -0.7142 2.1727
H 1.9619 0.9461 1.5230
H -3.5101 -1.5811 1.6891
H -0.4448 -0.6924 0.5750
H -0.0947 -0.2472 -1.5760
```

## Properties
Energy relative to the best compared isomer or geometry (same formula, charge and spin) (eV): 2.031
Frontier orbital gap (eV): 9.056
Net charge: +1
2S+1: 1
F_max (Eh/bohr): 0.039

Results of the Löwdin charge analysis, in e, for atoms 1 through 2: atom 1 (O): -0.08, atom 2 (H): 0.05